{
  "formula": "C46H59N2P2S5SbW",
  "method": "wB97M-V/def2-TZVPD",
  "symbols": ["C", "C", "H", "C", "H", "C", "S", "C", "H", "H", "H", "N", "H", "H", "H", "H", "C", "H", "N", "H", "H", "H", "H", "S", "C", "H", "H", "H", "C", "C", "C", "P", "C", "W", "C", "C", "C", "H", "C", "C", "C", "H", "H", "C", "C", "H", "S", "H", "C", "H", "C", "H", "H", "H", "C", "H", "C", "H", "H", "C", "C", "H", "H", "Sb", "C", "P", "C", "H", "H", "H", "C", "C", "H", "H", "H", "H", "H", "C", "H", "C", "H", "C", "C", "C", "C", "S", "C", "C", "H", "C", "S", "C", "H", "C", "C", "H", "H", "H", "C", "H", "H", "C", "C", "H", "H", "H", "C", "H", "H", "H", "H", "H", "H", "H", "H", "C"],
  "coordinates": [[-7.61510, 2.77286, 0.74708], [0.13995, -0.54575, -4.28904], [4.40315, -2.02596, 2.01110], [1.21071, -1.45003, -3.70940], [-2.67247, 0.85653, 6.41609], [-6.20233, 1.19495, 1.88798], [-0.47696, -3.40365, 4.35950], [2.14678, 1.32326, 5.42683], [-6.94622, 3.35512, -1.20692], [-1.21364, -2.71573, -1.87002], [-3.02397, -1.42905, 5.52947], [0.55256, 0.30294, 3.90278], [0.41561, 0.50585, -4.20106], [5.28725, 0.86634, -1.86136], [5.87478, 0.04332, -0.41762], [0.56405, -3.04565, -5.00852], [1.54865, -1.21152, -2.23151], [5.78005, -2.92637, 1.38547], [1.28338, 2.41788, 3.46182], [2.41573, 1.43960, 6.47579], [-4.93469, -3.43956, -3.83893], [5.76038, -1.65216, -1.51893], [-4.95958, 1.96457, -1.16380], [-1.18032, -1.99140, 0.79745], [3.20618, -1.61252, -0.64370], [0.87265, 3.07289, 5.41721], [-5.62200, -1.10101, -3.38688], [2.05595, -3.24956, -1.57581], [-4.26003, -2.76295, -3.33087], [-0.80022, 3.88092, -3.81434], [5.32324, -2.61840, -1.27383], [-3.87704, 0.00157, 0.90392], [-2.88206, 1.79445, 4.49311], [0.72211, -0.85137, -0.07205], [3.89430, 0.97351, -0.18884], [-5.30553, 1.17482, 0.81719], [-0.31934, 2.59395, -1.83991], [1.80994, 0.99453, -2.18948], [-1.64924, 2.87291, -4.24880], [-2.59122, 0.98296, -0.00234], [0.86806, -2.92050, -3.96770], [-3.20990, 2.45855, 2.49024], [-3.09027, 1.71349, -0.63859], [-2.51324, -1.02311, -2.02079], [-7.33940, 1.98470, 1.85693], [0.17134, -0.57322, 3.56669], [0.38833, 1.20372, 1.32698], [-2.47264, 0.95007, -3.85632], [-6.74617, 2.75135, -0.33080], [0.01839, -0.76833, -5.35192], [3.30597, 2.31429, -0.64625], [4.34348, 0.10599, 1.78299], [-2.72300, -4.23851, -3.06175], [2.50927, 3.37875, 4.82292], [1.69963, 2.65022, 4.83982], [0.20239, 2.51033, -0.89441], [3.06560, -0.18921, -0.76672], [-0.65278, 4.76699, -4.41774], [6.12957, -3.29896, -0.99359], [-2.85635, 0.70408, 5.35972], [-1.16132, 1.57187, -2.26757], [5.86894, 1.79871, -0.47653], [3.35546, 2.44049, -1.72924], [0.10209, -3.52689, 2.19104], [5.31529, 0.90392, -0.76980], [-1.40046, 0.12397, -1.13836], [0.77100, 1.25278, 3.04204], [-2.72091, 2.79617, 4.87293], [3.88508, 3.12260, -0.19486], [2.89134, -3.99044, 0.73630], [2.52649, -1.13928, -4.44974], [-3.01907, -3.21002, -2.90301], [4.84880, -3.01174, -2.17509], [-1.99322, 1.54295, 0.71317], [1.32992, -0.69817, 5.51960], [-8.49971, 3.39574, 0.72434], [0.52158, 4.51927, -2.24893], [-3.38235, 0.31757, 2.64597], [0.05520, -3.27618, -3.33994], [1.02086, 0.31974, 5.28695], [-0.82450, -0.69565, -3.81412], [-3.77764, -0.59473, -2.42565], [-3.06673, -0.57327, 4.87020], [2.02604, 0.04556, -1.72645], [-3.33045, -0.76322, 3.51705], [1.77846, -1.85721, 1.87249], [-4.64503, -1.45277, -3.08299], [-5.60636, 1.95673, -0.29537], [3.02649, 0.96673, 4.88569], [-0.14006, 3.73914, -2.60338], [0.43160, -5.38604, 1.00164], [3.77839, -3.96609, 0.11121], [2.98951, 1.21463, 1.76417], [-3.14537, 1.59896, 3.14949], [-1.82779, 1.73166, -3.48110], [0.18645, 0.57194, 5.94111], [5.64329, -1.21673, 1.03725], [-2.16820, 2.96743, -5.19380], [5.06813, -2.13107, 1.15761], [-8.01103, 1.98555, 2.70571], [2.77870, -0.08034, -4.37363], [4.31184, -2.54221, -0.10899], [3.96951, 1.02218, 1.34037], [4.55619, -4.55574, 0.59813], [4.63621, 1.83975, 1.62780], [-3.49953, -1.76527, 3.14125], [-2.15711, -2.34596, -2.24558], [-6.00651, 0.58986, 2.76558], [1.72862, -3.57000, -3.80085], [3.35745, -1.71954, -4.04266], [3.54239, -4.46784, -0.82790], [-4.10365, 0.41725, -2.22520], [2.27189, 2.42526, -0.32469], [1.46191, 3.10311, 2.74748], [2.42263, -1.38971, -5.50776], [2.19551, -2.18922, -1.44197]],
  "max_force_ev_per_a": 0.8,
  "orbital_gap_ev": 6.40,
  "e_homo_ev": -7.1
}

{
  "formula": "C46H59N3OP2Se2Si4Ti",
  "method": "wB97M-V/def2-TZVPD",
  "symbols": ["N", "H", "C", "H", "H", "C", "Se", "C", "C", "C", "H", "C", "H", "H", "C", "C", "C", "Si", "C", "H", "C", "H", "C", "C", "H", "H", "H", "H", "H", "P", "Si", "C", "H", "Se", "H", "C", "H", "H", "Ti", "H", "H", "H", "H", "C", "C", "C", "H", "H", "H", "H", "H", "C", "H", "H", "H", "C", "H", "H", "C", "H", "H", "H", "C", "H", "C", "H", "C", "H", "H", "C", "C", "H", "N", "C", "H", "O", "H", "C", "H", "H", "C", "C", "C", "C", "H", "H", "H", "C", "N", "H", "C", "H", "H", "C", "H", "C", "H", "C", "C", "C", "C", "Si", "C", "H", "H", "Si", "C", "H", "H", "H", "P", "C", "H", "C", "C", "H", "C", "H"],
  "coordinates": [[-6.91280, -0.04179, -2.48892], [2.76055, 5.14595, -0.47286], [3.35930, 2.17462, -0.80745], [5.73502, -1.72658, -3.49674], [-3.99308, 2.83453, -2.66939], [-1.99497, 1.70619, 6.10822], [0.56974, -4.56167, -0.44634], [1.30155, 2.87188, 1.35086], [3.36312, -4.01158, -4.27921], [3.96991, -1.98426, 1.18727], [1.72775, -4.57629, -2.99491], [4.48845, -3.21554, -4.41743], [-2.18170, 2.25921, 7.01964], [1.26691, 3.95710, -4.41991], [-5.24524, -2.49138, 0.99558], [-1.37164, -0.31634, 4.99137], [-0.17745, -2.04670, 2.84362], [1.66847, 2.94066, -0.49554], [-2.13459, 2.36777, 2.39303], [2.75090, -0.47276, 3.71212], [-5.05031, 0.65415, -0.86218], [-1.12054, 2.04708, -5.29112], [-5.10770, -1.97986, 2.27883], [1.27664, -4.14568, 3.93441], [-3.79293, -1.02527, 3.67026], [0.49416, 3.55758, 1.61518], [3.69767, 2.38268, -1.82500], [2.17075, 2.89611, -5.50590], [-1.72248, -3.50614, 2.53883], [-1.21798, -0.67661, 2.25293], [0.89922, 1.51501, -3.89948], [1.84524, 4.76144, -0.93282], [4.77301, -5.46931, 2.62693], [1.35521, -0.85868, -0.60445], [2.97349, -5.20665, 0.95408], [5.26783, -3.38089, 2.65221], [1.01716, 1.87382, 1.68986], [-3.12934, 2.15234, 2.00567], [-1.05714, 0.02003, -0.25507], [-5.94752, -1.97726, 2.96024], [2.74696, 3.17736, -3.86373], [-1.49128, -0.12507, 7.11831], [5.07909, -3.26459, -5.32330], [-2.81073, -1.43656, 1.80452], [2.97130, -3.09217, -2.09200], [-1.60980, 0.37422, 6.16589], [5.52576, -1.25728, 2.46473], [4.39015, -1.60580, -1.44696], [-2.57711, 0.08457, -2.91088], [2.55011, 0.04635, -4.96389], [-0.42813, -5.36794, 3.47864], [-3.89286, -1.44821, 2.67869], [1.16949, 0.30523, 3.79085], [-0.05103, 0.90654, -6.11161], [2.88870, 0.16677, -3.23084], [3.25135, -3.09344, 0.75133], [-3.17135, 4.99464, -0.73726], [-1.64344, 4.70227, 0.09814], [-0.97466, 5.15575, -3.01628], [1.91737, 4.92288, -2.00903], [-4.25401, -0.15152, -3.18862], [1.00918, 5.35149, -0.55288], [-2.13941, 2.32980, 4.88167], [-6.19524, -2.89668, 0.67144], [-0.47815, 1.17728, -5.14237], [4.08391, 2.62183, -0.12009], [0.00279, -4.37645, 3.45017], [2.18964, 3.16598, 1.91792], [-1.80723, 5.84583, -3.18409], [-1.51950, 0.31008, 3.75101], [-1.79319, -1.91199, -0.45782], [1.59845, -0.88243, -3.79306], [-3.49643, -0.06483, -2.52792], [1.82523, -2.87280, 3.86610], [-4.29128, -2.85660, -0.89101], [-2.72508, 0.75556, -0.56727], [-2.87292, 2.21531, -3.88827], [1.75822, -0.44921, 3.26353], [6.05118, -3.49342, 3.39110], [-2.44042, 3.36930, 4.83757], [-6.11790, 0.27888, -1.71797], [-2.93827, -1.95182, 0.49771], [4.97387, -2.12808, 2.13354], [4.55154, -4.48930, 2.22366], [1.85439, -4.95639, 4.35970], [-1.10682, 0.34072, -4.82396], [-2.88176, 3.43658, 0.03251], [3.54761, -4.34760, 1.27809], [-5.53102, 1.52801, 1.50487], [3.36842, 1.09530, -0.66570], [1.84941, 3.03637, -4.46997], [-0.54016, 4.92964, -3.99183], [3.07179, -4.68491, -5.07494], [4.10211, -2.28995, -2.23589], [-2.05190, 3.44559, 2.52799], [-5.30886, 1.13831, 0.44387], [-3.37197, 3.89490, -3.92948], [1.12269, -1.80684, 3.32163], [-2.40750, 4.23910, -0.53176], [2.60574, -3.95486, -3.11605], [-3.75895, 0.47094, -1.31788], [-1.67508, 3.63553, -2.15195], [-3.10561, 3.07331, -3.26021], [-1.40490, 2.08485, 1.62961], [3.73813, -1.00007, 0.79933], [-0.05958, 1.92794, -1.78257], [-1.90915, 1.65044, 3.68646], [2.83017, -2.70187, 4.23292], [1.86376, -0.12792, 2.22482], [-0.94150, -2.49233, -0.07681], [1.98054, -3.00248, -0.56247], [4.85843, -2.35298, -3.39225], [-2.03276, -2.29904, -1.44760], [-4.17568, -2.46954, 0.11435], [2.09328, 0.07433, -3.96934], [-1.06469, -1.35357, 5.03851], [-0.72309, -3.32445, 2.91133], [-0.22503, 5.67425, -2.42110]],
  "max_force_ev_per_a": 1.2,
  "orbital_gap_ev": 6.73,
  "e_homo_ev": -7.8,
  "de_lowest_kcal_mol": 0.0
}